This record from the Open Molecules 2025 dataset describes C75H162AsF6N7O as an isolated structure at a distorted geometry. The level of theory is wB97M-V/def2-TZVPD.

Geometry as ORCA input:
```
! RIJCOSX wB97M-V def2-TZVPD def2/J DEFGRID3
* xyz 6 1
As 2.214 -22.193 21.918
F 0.528 -22.793 22.012
F 2.549 -22.627 23.610
F 2.790 -23.801 21.390
F 1.748 -20.544 22.445
F 1.948 -21.694 20.223
F 3.898 -21.660 21.775
O 1.223 -20.016 27.312
N 7.233 -23.412 20.445
N -3.232 -23.710 26.941
N 2.226 -28.266 15.604
N 2.727 -26.807 23.871
N 4.276 -18.625 19.484
N -2.541 -21.093 19.106
N 2.428 -19.594 27.600
C -2.315 -24.921 27.154
C 1.535 -18.267 29.367
C 6.036 -24.796 18.868
C 3.557 -28.243 22.114
C 2.840 -27.501 14.413
C 0.269 -26.426 24.158
C -3.574 -21.314 18.047
C 2.748 -20.351 29.940
C 5.153 -18.869 28.137
C 8.365 -22.379 22.401
C -1.588 -23.397 18.778
C 2.489 -28.170 23.195
C -1.429 -24.660 19.631
C -2.099 -20.072 29.194
C 4.656 -18.958 26.672
C 3.779 -21.432 26.709
C 1.699 -27.279 16.604
C -5.937 -21.992 17.537
C 1.516 -25.909 23.517
C 2.759 -26.499 17.259
C -0.836 -25.579 23.549
C -2.841 -22.967 25.703
C 3.390 -29.166 16.112
C 2.926 -27.013 25.336
C 3.950 -18.244 28.906
C 3.045 -17.690 21.317
C 5.940 -16.283 16.872
C -1.304 -20.482 18.496
C 7.999 -21.836 23.788
C -3.100 -22.876 28.210
C 4.058 -28.283 14.013
C -3.034 -20.061 20.143
C 3.990 -26.182 23.230
C 8.233 -20.629 16.667
C -1.476 -18.999 18.686
C -2.144 -22.364 19.761
C 3.142 -25.074 28.498
C 6.176 -14.889 17.532
C -0.156 -28.378 14.703
C -3.769 -21.597 28.074
C 2.773 -19.696 25.255
C -4.622 -25.544 27.541
C 2.848 -18.495 20.036
C 3.627 -21.705 17.368
C -4.562 -24.265 26.726
C 8.156 -22.765 19.447
C 5.206 -18.435 20.654
C 2.676 -19.099 29.073
C 5.876 -23.602 19.837
C -4.773 -22.013 18.573
C 3.030 -25.792 26.142
C 3.953 -26.773 21.857
C -1.495 -22.391 25.739
C 1.066 -29.131 15.086
C 2.103 -25.400 18.134
C -3.162 -26.110 27.519
C 7.650 -24.852 20.643
C 4.479 -17.462 18.515
C 4.637 -28.724 15.352
C -0.938 -29.249 13.719
C 4.412 -19.949 18.855
C 8.822 -20.789 18.068
C 7.768 -21.332 19.092
C 5.811 -17.469 17.809
C -1.977 -18.973 20.140
C 3.466 -20.262 17.767
C 4.298 -18.295 21.886
C -3.510 -20.647 29.246
C -1.279 -21.530 24.512
C 3.252 -26.261 27.547
C 7.222 -25.614 19.410
C 3.475 -19.942 26.536
C 7.069 -22.699 21.744
C -7.146 -22.630 18.041
C -2.323 -28.726 13.413
H 6.829 -21.428 18.566
H 3.691 -19.610 16.908
H 2.154 -25.143 26.083
H 2.931 -19.837 30.901
H 1.309 -17.469 28.673
H 3.885 -25.235 25.744
H 3.718 -17.271 28.502
H 5.152 -27.890 15.833
H 2.087 -27.301 13.670
H 5.447 -19.338 26.030
H -1.859 -25.871 23.789
H 7.640 -20.648 19.916
H -0.729 -24.538 23.871
H 4.964 -26.678 21.434
H 5.871 -18.364 17.200
H -3.183 -20.564 21.096
H 8.846 -21.383 24.284
H 4.240 -18.037 29.925
H -1.108 -20.890 17.506
H 2.171 -24.576 28.319
H -0.339 -20.989 24.447
H 3.860 -25.103 23.189
H 1.327 -25.867 18.763
H -0.613 -24.572 20.348
H 3.079 -26.476 14.657
H 4.387 -28.822 22.509
H -1.170 -19.092 20.869
H 6.769 -16.449 16.184
H 5.153 -23.825 20.623
H 0.965 -26.651 16.111
H 4.837 -26.452 23.887
H 0.581 -18.789 29.319
H 2.415 -19.462 20.270
H 5.074 -25.275 18.652
H 5.993 -18.183 28.208
H -3.379 -23.530 29.019
H -7.008 -23.694 18.305
H -4.667 -24.481 25.658
H -7.462 -22.225 19.005
H 0.268 -26.429 25.249
H -2.900 -28.695 14.352
H 4.069 -19.284 22.298
H 1.096 -27.784 17.361
H 3.559 -21.066 29.846
H 2.130 -17.765 21.914
H 3.679 -17.466 17.778
H 5.032 -16.197 16.269
H -2.047 -22.735 28.410
H 3.858 -27.588 25.351
H -7.878 -22.772 17.250
H -5.623 -22.472 16.601
H -0.790 -28.095 15.541
H -0.740 -23.178 25.844
H 9.188 -22.915 19.783
H 3.390 -22.326 18.237
H -1.453 -21.770 26.639
H 2.442 -26.963 27.778
H -2.229 -27.780 12.886
H 2.235 -18.020 19.268
H 4.387 -16.542 19.115
H 2.641 -28.981 23.901
H 8.041 -25.657 18.684
H 5.500 -22.723 19.325
H 5.406 -20.048 18.439
H 7.034 -26.655 19.717
H -4.531 -23.032 18.862
H 3.270 -27.181 17.957
H -4.834 -21.682 27.830
H 4.696 -21.840 17.109
H 5.302 -29.570 15.305
H -1.964 -19.380 28.360
H -1.494 -21.999 23.554
H 4.238 -21.781 27.634
H 3.897 -24.327 28.280
H 1.385 -25.866 22.426
H 1.807 -20.882 30.060
H -1.206 -25.544 19.023
H 3.014 -22.149 26.421
H 5.280 -14.601 18.081
H 3.134 -30.189 15.845
H 9.022 -20.413 15.956
H 9.710 -21.435 18.023
H 2.378 -18.678 25.167
H -3.559 -22.180 25.530
H 0.076 -27.448 23.885
H -0.787 -25.651 22.461
H -2.521 -18.065 20.405
H 8.160 -23.370 18.528
H 9.190 -19.810 18.400
H 3.466 -19.837 24.410
H -5.252 -26.293 27.052
H 7.683 -22.724 24.326
H -2.858 -29.410 12.761
H 3.234 -28.852 21.272
H 5.810 -17.540 20.501
H 3.246 -16.622 21.120
H 2.090 -27.628 25.645
H -3.108 -23.539 24.818
H 4.362 -17.997 26.274
H 6.634 -17.482 18.529
H -1.349 -22.189 20.504
H 1.469 -28.263 22.783
H 1.746 -24.637 17.441
H 5.861 -19.305 20.771
H -2.340 -24.870 20.209
H -2.877 -26.664 28.428
H -0.381 -20.867 18.953
H -1.969 -19.397 30.042
H -5.139 -21.564 19.501
H -5.289 -23.529 27.046
H 3.212 -26.269 21.229
H 4.781 -17.779 22.720
H 1.748 -24.879 23.814
H 7.190 -21.101 23.803
H 7.174 -25.242 21.554
H 8.807 -21.584 21.807
H -2.998 -22.806 20.303
H 3.472 -29.052 17.194
H -1.051 -30.220 14.220
H -0.386 -29.367 12.790
H 4.287 -20.710 19.622
H 3.048 -22.116 16.552
H -0.523 -18.476 18.566
H -1.850 -25.129 26.179
H 2.004 -20.446 25.076
H 7.804 -21.548 16.241
H 7.090 -14.877 18.135
H -3.450 -21.090 27.161
H 5.530 -19.836 28.491
H -3.748 -21.157 30.195
H 4.212 -26.799 27.640
H 9.119 -23.157 22.443
H 3.396 -26.055 16.496
H -6.104 -20.952 17.249
H 6.467 -23.344 22.386
H -4.228 -19.830 29.227
H -2.100 -20.778 24.485
H 4.717 -27.642 13.410
H 0.881 -29.897 15.860
H 1.502 -29.727 14.287
H 0.200 -27.504 14.169
H -2.124 -23.481 17.836
H -0.626 -23.018 18.397
H 3.857 -29.087 13.310
H 6.421 -14.163 16.746
H -1.485 -24.641 27.815
H 2.442 -20.055 18.100
H -3.830 -20.318 17.698
H 1.780 -17.839 30.348
H 3.199 -25.359 29.551
H -4.045 -19.664 19.932
H 6.270 -24.373 17.886
H 8.729 -24.877 20.703
H 7.430 -19.896 16.747
H -3.090 -26.886 26.758
H -5.018 -25.367 28.550
H -2.179 -18.542 17.987
H 2.775 -24.948 18.876
H -3.126 -21.887 17.233
H 6.465 -21.789 21.667
H -1.319 -20.846 29.222
H 4.566 -21.579 25.947
*
```

## Properties
- HOMO-LUMO gap (eV) = 6.712
- HOMO level (eV) = -20.2
- energy (eV) = -169968.86353

Atomic partial charges in e from the Mulliken method, atoms 1 to 6: As 2.46; F -0.56; F -0.73; F -0.18; F -0.51; F -0.70